Record 1
DFT (the ωB97M-V functional and the def2-TZVPD basis) results for a structure of composition H6O3 at a distorted geometry.

Geometry as XYZ:
```
9
Properties=species:S:1:pos:R:3:forces:R:3:mulliken_charge:R:1
O -15.940290 -17.872530 3.350130 1.891 -4.219 0.793 -0.734
H -16.106850 -16.952980 3.557280 -0.041 -1.484 -0.325 0.444
H -16.204880 -17.964060 2.434790 -0.017 0.163 0.066 0.260
O -15.382970 -14.669100 4.249220 4.141 4.325 3.538 -0.558
H -15.883420 -13.915160 4.561210 -0.285 0.336 0.102 0.321
H -14.658880 -14.750050 4.870010 0.484 -0.294 0.155 0.315
O -16.695680 -15.887130 3.153340 -5.545 1.941 -3.564 -0.784
H -17.080780 -15.254730 2.546710 -0.290 -0.110 -0.329 0.259
H -16.070210 -15.376430 3.667350 -0.338 -0.659 -0.435 0.477
```
Positions in Å, forces in eV/Å.

Output
DFT total energy, eV: -6237.03532
ΔE to the lowest compared entry with this formula, charge and spin, kcal per mole: 74.2
LUMO level, eV: 0.07
M, g/mol: 54.05
HOMO, eV: -9.35

=====

Record 2
DFT (the ωB97M-V functional and the def2-TZVPD basis) results for a cluster of 3 separate species, H6O3 in total.

Geometry as XYZ:
```
9
Properties=species:S:1:pos:R:3:forces:R:3:mulliken_charge:R:1
O -2.122946 -2.048169 1.119508 0.127 0.206 0.043 -0.642
H -1.863456 -2.929689 1.387468 0.077 -0.217 0.126 0.321
H -2.724356 -2.186999 0.387878 -0.185 0.012 -0.186 0.322
O 1.760644 -0.414509 -1.462592 0.089 0.217 0.064 -0.632
H 1.859084 -0.920789 -2.268952 0.060 -0.079 -0.228 0.314
H 1.193684 -0.951959 -0.909492 -0.174 -0.117 0.201 0.319
O 0.710104 3.527761 0.648078 0.032 0.250 0.068 -0.642
H -0.136156 3.084571 0.708488 -0.221 -0.089 0.018 0.316
H 1.323394 2.839781 0.389618 0.195 -0.183 -0.108 0.325
```
Positions in Å, forces in eV/Å.

Output
DFT total energy, eV: -6239.65410
SMILES: O.O.O
ΔE to the lowest compared entry with this formula, charge and spin, kcal per mole: 13.8
LUMO level, eV: 0.52
M, g/mol: 54.05
HOMO, eV: -11.30

=====

Record 3
DFT (the ωB97M-V functional and the def2-TZVPD basis) results for a structure of composition H6O3 at a distorted geometry.

Geometry as XYZ:
```
9
Properties=species:S:1:pos:R:3:forces:R:3:mulliken_charge:R:1
O -0.239203 -1.971557 -1.220391 -2.451 -3.562 -2.971 -0.773
H -0.668903 -1.443997 -1.893641 -0.253 -0.247 -0.299 0.225
H 0.275897 -1.342607 -0.715081 -0.163 -1.706 -0.712 0.481
O 0.662677 -0.452317 -0.087161 2.912 5.113 3.626 -0.548
H 0.446797 0.381043 -0.505651 -0.300 0.136 -0.125 0.280
H 1.433417 -0.260117 0.446929 0.402 -0.125 0.323 0.322
O -0.961103 1.532413 1.181759 -0.219 0.060 -0.155 -0.606
H -0.252413 1.952313 0.694239 0.063 0.346 0.024 0.303
H -0.697163 1.604823 2.098999 0.009 -0.016 0.287 0.315
```
Positions in Å, forces in eV/Å.

Output
DFT total energy, eV: -6237.95065
ΔE to the lowest compared entry with this formula, charge and spin, kcal per mole: 53.1
LUMO level, eV: 0.02
M, g/mol: 54.05
HOMO, eV: -9.61

=====

Record 4
DFT (the ωB97M-V functional and the def2-TZVPD basis) results for a structure of composition H6O3 at a distorted geometry.

Geometry as XYZ:
```
9
Properties=species:S:1:pos:R:3:forces:R:3:mulliken_charge:R:1
O -0.807186 0.119904 -1.326394 0.434 0.550 -0.648 -0.774
H 0.134090 0.315511 -0.998802 -0.329 -0.519 -0.185 0.434
H -0.778581 0.267206 -2.292459 -0.271 -0.160 0.912 0.302
O -0.673570 -0.426505 1.390125 -0.574 0.514 -0.602 -0.571
H -0.794686 0.420967 1.835546 0.029 0.065 0.504 0.390
H -1.046369 -0.206501 0.492217 -0.248 -0.599 0.004 0.474
O 1.288879 0.096094 0.070939 1.415 -0.960 0.798 -0.942
H 2.230660 -0.240879 -0.135567 -2.673 0.616 0.921 0.252
H 0.446765 -0.345795 0.964396 2.219 0.494 -1.704 0.435
```
Positions in Å, forces in eV/Å.

Output
DFT total energy, eV: -6238.83214
ΔE to the lowest compared entry with this formula, charge and spin, kcal per mole: 32.8
LUMO level, eV: 0.69
M, g/mol: 54.05
HOMO, eV: -9.93

=====

Record 5
DFT (the ωB97M-V functional and the def2-TZVPD basis) results for a cluster of 3 separate species, H6O3 in total at a distorted geometry.

Geometry as XYZ:
```
9
Properties=species:S:1:pos:R:3:forces:R:3:mulliken_charge:R:1
O 1.883783 0.640273 1.545405 0.109 0.269 0.446 -0.652
H 1.600458 0.126781 0.783308 -0.308 -0.118 -0.211 0.382
H 1.139997 0.655375 2.160079 0.163 -0.089 -0.240 0.293
O -2.015328 0.292741 -1.042490 0.242 0.007 0.226 -0.713
H -1.620906 0.946151 -1.615801 0.004 0.241 -0.858 0.346
H -1.762997 0.677140 -0.200716 -0.242 -0.145 0.633 0.347
O 0.580029 -0.904884 -0.583173 2.082 1.223 -0.160 -0.667
H -0.278849 -0.708872 -0.876040 -2.103 0.738 -0.868 0.355
H 0.473813 -1.724706 -0.170570 0.054 -2.126 1.032 0.310
```
Positions in Å, forces in eV/Å.

Output
DFT total energy, eV: -6239.84459
SMILES: O.O.O
ΔE to the lowest compared entry with this formula, charge and spin, kcal per mole: 9.4
LUMO level, eV: 0.48
M, g/mol: 54.05
HOMO, eV: -11.04

=====

Record 6
DFT (the ωB97M-V functional and the def2-TZVPD basis) results for a structure of composition H6O3Rb at a distorted geometry.

Geometry as XYZ:
```
10
Properties=species:S:1:pos:R:3:forces:R:3:mulliken_charge:R:1
Rb 8.738753 33.889970 -1.063242 -6.453 -9.023 -1.093 0.838
O 9.544120 35.341338 -2.486270 0.868 2.833 -3.281 -0.684
H 10.434918 35.452014 -2.818613 0.357 0.316 -0.284 0.357
H 9.093149 34.844867 -3.169189 -0.029 0.410 -0.922 0.356
O 8.357123 35.522072 0.347691 -0.809 3.068 2.741 -0.621
H 7.701330 36.054842 -0.102128 -0.263 0.690 0.037 0.359
H 7.931128 35.253940 1.161851 -0.131 0.249 0.644 0.333
O 10.738865 34.527448 -0.703390 5.543 1.006 1.662 -0.641
H 10.691442 35.441945 -0.424699 0.233 0.518 0.161 0.386
H 11.189828 34.081208 0.013364 0.684 -0.067 0.335 0.316
```
Positions in Å, forces in eV/Å.

Output
DFT total energy, eV: -6886.54378
ΔE to the lowest compared entry with this formula, charge and spin, kcal per mole: 100.1
LUMO level, eV: -3.72
Total charge: +1
M, g/mol: 139.51
HOMO, eV: -15.93

=====

Record 7
DFT (the ωB97M-V functional and the def2-TZVPD basis) results for a structure of composition H6O3Rb.

Geometry as XYZ:
```
10
Properties=species:S:1:pos:R:3:forces:R:3:mulliken_charge:R:1
Rb -0.048672 -5.414986 13.880124 0.156 -0.130 -0.261 0.902
O 1.673604 -4.293230 11.783215 -0.123 0.298 0.089 -0.556
H 1.877316 -3.421466 12.149684 0.120 -0.151 -0.227 0.317
H 1.930288 -4.234320 10.852793 -0.070 -0.072 0.174 0.281
O -1.299262 -6.900282 15.997387 -0.252 -0.079 -0.133 -0.571
H -2.238758 -6.956876 15.769039 0.178 -0.069 0.230 0.317
H -1.169545 -7.578279 16.675322 0.013 0.159 -0.134 0.296
O 2.841927 -5.841508 14.611241 -0.328 0.264 0.080 -0.608
H 3.748108 -5.518112 14.712405 -0.162 -0.125 -0.089 0.310
H 2.372095 -5.491371 15.376590 0.467 -0.096 0.271 0.311
```
Positions in Å, forces in eV/Å.

Output
DFT total energy, eV: -6890.53235
ΔE to the lowest compared entry with this formula, charge and spin, kcal per mole: 8.1
LUMO level, eV: -3.61
Total charge: +1
M, g/mol: 139.51
HOMO, eV: -15.52

=====

Record 8
DFT (the ωB97M-V functional and the def2-TZVPD basis) results for a structure of composition H6O3Rb at a distorted geometry.

Geometry as XYZ:
```
10
Properties=species:S:1:pos:R:3:forces:R:3:mulliken_charge:R:1
Rb 24.410938 -11.876836 14.687403 0.040 -0.125 0.315 0.954
O 22.059677 -12.376817 12.932781 -0.036 -0.042 1.159 -0.626
H 22.579927 -12.296816 12.152392 0.577 -0.085 -1.198 0.321
H 21.455579 -11.640362 12.871203 -0.569 0.269 -0.084 0.325
O 25.002078 -14.089431 12.994102 0.350 0.675 -0.066 -0.638
H 24.287134 -14.516875 12.536010 -0.679 -0.608 -0.091 0.314
H 25.560630 -13.803801 12.263499 0.363 -0.102 0.026 0.338
O 22.104186 -12.258744 16.349399 -0.019 0.769 -1.641 -0.581
H 21.496845 -12.351735 17.068702 -0.444 -0.215 0.924 0.273
H 21.551360 -11.831992 15.656686 0.416 -0.538 0.658 0.319
```
Positions in Å, forces in eV/Å.

Output
DFT total energy, eV: -6890.51220
ΔE to the lowest compared entry with this formula, charge and spin, kcal per mole: 8.6
LUMO level, eV: -3.72
Total charge: +1
M, g/mol: 139.51
HOMO, eV: -15.80